Record 1
Computed, not measured: a cluster of 3 separate species, C21H52IN3O5P in total, with wB97M-V/def2-TZVPD.

## Properties
2S+1	1
net charge	-1

Structure (XYZ):
```
83
C21H52IN3O5P (wB97M-V/def2-TZVPD)
C -4.41 6.99 -3.07
H 0.75 2.68 4.48
C -4.07 -5.32 -0.70
H -3.05 6.12 -5.82
H 0.60 -0.83 3.82
H 3.92 -5.16 1.53
H -2.93 3.90 -4.68
H -5.70 -3.20 0.84
N 2.39 -1.36 2.52
N 0.10 -1.07 1.28
H -0.21 -0.16 1.71
C -5.37 -2.41 0.15
C -3.61 -3.88 -0.47
H -3.36 -3.71 0.59
H 7.21 0.23 1.76
C 3.89 -3.99 1.38
C 5.74 0.25 -0.11
H -2.38 6.93 -4.40
H 4.32 -3.38 2.29
O -4.58 -2.94 -0.92
H -0.12 -1.86 1.93
C -3.18 3.89 -2.27
H 5.64 2.04 2.61
H -4.78 -1.67 0.70
H -0.27 1.20 3.67
H 1.90 -4.40 3.48
H 2.26 -1.06 4.63
H -2.98 2.83 -2.43
H 3.44 -1.39 2.57
H 5.66 3.03 0.99
H -3.15 4.10 -1.20
C 6.29 2.31 1.66
H -3.64 6.75 -2.35
H -6.52 -6.47 -1.25
H 5.78 0.70 -1.20
C 1.32 -4.40 2.44
C 1.28 -0.60 -0.93
C 0.42 1.51 -2.27
H -1.35 4.69 -4.77
H 0.89 -1.58 -1.49
C 0.06 0.50 -0.99
H 0.29 -3.89 2.62
H 0.76 2.45 2.58
C 0.70 1.87 3.63
H 1.14 -5.51 2.09
O -5.21 -5.64 0.11
H 7.77 1.26 0.28
H 2.20 -0.19 -1.54
I -1.90 -0.41 -1.54
H 2.82 1.39 2.90
C 1.76 -0.62 3.63
H -4.28 -5.50 -1.76
H 7.20 2.96 2.07
H 2.56 1.25 4.80
H 1.57 1.72 -2.37
H 6.08 -0.89 -0.22
H -2.70 -3.70 -1.06
C 6.82 0.94 0.92
H 1.94 0.41 1.06
H -4.34 8.05 -3.35
N 1.71 -2.73 0.41
H -6.24 -1.92 -0.28
C -6.42 -5.58 -0.62
C -2.35 4.75 -4.32
H -4.18 4.14 -2.64
P 1.87 -1.02 0.88
H 4.36 -3.69 0.34
O -2.17 4.67 -2.90
H -6.48 -4.69 -1.25
H -0.26 2.46 -2.24
H -7.25 -5.57 0.09
H -3.26 -6.00 -0.39
O 3.51 -1.02 0.21
C 2.10 1.00 3.74
C -2.99 6.08 -4.73
H -0.01 1.20 -0.06
C 4.17 0.27 0.45
H 4.27 0.39 1.62
H 3.64 1.17 -0.09
H 0.07 0.89 -3.23
H -5.39 6.82 -2.61
C 2.26 -3.59 1.32
O -4.33 6.19 -4.24
```


Record 2
Computed, not measured: a cluster of 2 separate species, C9H21N2O3S in total, with wB97M-V/def2-TZVPD.

## Properties
2S+1	1
energy above the lowest of the compared OMol25 structures with the same formula, charge and spin	0.00	kcal per mole
net charge	+1

Structure (XYZ):
```
36
C9H21N2O3S (wB97M-V/def2-TZVPD)
C 2.20 0.79 1.29
H 5.47 -0.04 2.94
H 2.05 0.52 0.25
H -1.44 -0.01 0.59
H -2.61 -1.83 -0.07
H -4.05 1.70 -1.31
H 2.01 -0.06 1.93
C 4.02 1.55 2.89
H 6.08 1.58 3.33
O 0.09 0.01 -0.72
H 3.75 2.10 0.95
C -2.14 0.79 -1.25
H -3.97 -1.98 -3.44
H -3.83 0.65 0.06
C -3.64 0.74 -1.01
H -5.48 -0.01 -1.76
H -1.17 -3.38 0.30
C -1.32 -0.22 -0.47
S -3.95 -0.65 -3.45
C -4.46 -0.35 -1.73
H 0.73 -1.42 -2.11
O 0.72 0.45 -2.87
H 5.08 0.70 4.50
N -0.71 -2.61 -0.14
H -1.80 1.76 -0.91
H 4.29 0.54 1.04
C 5.24 0.90 3.44
H -4.44 -1.27 -1.16
H -1.89 0.76 -2.30
H -0.17 -2.98 -0.91
N 3.65 1.21 1.45
O 3.33 2.35 3.41
C 0.50 -0.35 -1.97
C -1.72 -1.68 -0.67
H 1.57 1.63 1.55
H -1.99 -1.89 -1.70
```


Record 3
Computed, not measured: a structure of composition C19H20N4SbSe4Ta, with wB97M-V/def2-TZVPD.

## Properties
2S+1	1
energy above the lowest of the compared OMol25 structures with the same formula, charge and spin	6.29	kcal per mole
net charge	+2

Structure (XYZ):
```
49
C19H20N4SbSe4Ta (wB97M-V/def2-TZVPD)
H 0.11 0.85 -4.11
H 4.85 1.74 -0.87
N -1.22 0.33 0.84
C -2.18 -1.83 -1.44
H 5.44 -2.51 -0.64
C 3.11 0.49 -0.82
C -2.29 -0.23 1.42
H 2.47 2.50 -0.46
N 0.74 1.31 -0.82
C -2.17 2.49 1.15
H -2.09 3.56 1.04
C 4.47 0.72 -0.80
Sb 1.37 -3.15 2.66
C -0.03 1.58 -2.08
H 1.13 -0.01 -2.97
C -0.95 -0.55 -2.90
N 2.59 -0.75 -0.72
Ta 0.56 -0.85 0.12
Se 3.60 -3.79 2.52
N -1.11 -1.04 -1.66
H 0.89 2.19 1.09
C 3.45 -1.80 -0.68
C 2.17 1.64 -1.06
H 3.01 -2.78 -0.64
H -3.58 -1.96 -4.49
C -3.35 0.53 1.87
Se -0.59 -3.59 3.85
C -3.30 1.91 1.72
H -2.29 -2.23 -0.44
Se 0.42 -3.16 -0.01
H -4.20 0.05 2.33
C -3.09 -2.17 -2.41
C -1.14 1.67 0.73
H -3.92 -2.82 -2.16
H -1.08 1.67 -1.80
C -2.89 -1.70 -3.70
H 6.41 -0.20 -0.70
C 5.34 -0.36 -0.72
H -1.64 -0.46 -4.92
H 2.29 1.94 -2.10
H 0.10 3.22 -0.11
C 4.81 -1.64 -0.68
H 0.30 2.55 -2.47
C 0.15 0.46 -3.09
C 0.19 2.19 0.25
H -4.12 2.53 2.05
C -1.81 -0.87 -3.94
H -2.27 -1.30 1.55
Se 1.29 -0.48 2.36
```


Number 1: lowest unoccupied orbital energy 2.550 eV, HOMO energy -3.618 eV. Number 2: lowest unoccupied orbital energy -3.753 eV, HOMO energy -11.032 eV. Number 3: lowest unoccupied orbital energy -7.282 eV, HOMO energy -13.597 eV.